Density functional theory data (ωB97M-V/def2-TZVPD) for C39H91N13O13 as an isolated structure.

Last column: Mulliken charge in e.
Positions of all 156 atoms, in Å:
C -0.744369 -3.972501 -2.220049  1.3561
O -1.527345 -4.732931 -2.827543  -0.8091
N 0.376666 -3.456689 -2.730848  0.4933
C 1.331536 -2.578032 -1.981900  -2.0193
C 0.736720 -3.603632 -4.150952  -1.1335
H -0.850757 -3.623287 -1.181338  -0.3883
H 1.109449 -2.375705 -0.934122  0.8817
H 1.524771 -1.705701 -2.606236  1.3855
H 2.334235 -2.968331 -1.807685  0.2511
H 0.885833 -2.596479 -4.540201  0.3027
H 1.565508 -4.300590 -4.275364  0.3127
H -0.112691 -4.099934 -4.620285  0.4264
C 4.937115 0.263876 -0.628120  -0.0855
O 3.921227 0.268425 -1.318162  -0.4676
N 4.927225 0.765902 0.652282  0.4077
C 6.173190 0.900140 1.427036  -0.9733
C 3.653136 1.091823 1.386981  -2.0133
H 5.897700 -0.066903 -1.052467  0.3833
H 7.053345 0.791383 0.793318  0.3056
H 6.169121 0.093823 2.160480  0.3137
H 6.236457 1.850871 1.956385  0.2868
H 2.766048 0.722462 0.872435  -0.1468
H 3.643540 0.572004 2.344989  0.3854
H 3.455858 2.163007 1.428916  1.2665
C 1.794463 5.832675 1.192838  -0.1144
O 1.973886 7.016957 0.816622  -0.7268
N 1.988062 4.770692 0.391953  0.7638
C 1.822982 3.389366 0.844935  -2.0653
C 2.568472 4.985204 -0.937964  -1.6313
H 1.501156 5.546720 2.214795  0.6204
H 0.905385 2.842181 0.628809  1.1181
H 1.937585 3.358077 1.928445  0.8164
H 2.639243 2.782071 0.453777  0.0923
H 3.116661 4.095550 -1.247960  0.2660
H 1.927731 5.302645 -1.760633  0.4042
H 3.342698 5.746314 -0.841050  0.3938
C -2.308488 0.057552 3.009813  -0.1053
O -2.805216 1.083695 2.495117  -0.5162
N -2.331613 -1.108100 2.375179  0.6158
C -2.908768 -1.283578 0.979229  -1.1558
C -1.787871 -2.345158 2.988020  -0.9770
H -1.854064 -0.012326 4.010219  0.2634
H -2.139351 -1.777599 0.385885  0.2257
H -3.393344 -0.445661 0.478053  0.8727
H -3.652466 -2.073395 1.085041  0.7045
H -1.059982 -2.911208 2.406763  -0.8181
H -1.531576 -2.163204 4.031712  0.7079
H -2.575607 -3.095461 2.920007  0.3019
C 1.170686 3.837010 -2.364065  0.5404
O 2.094427 4.642228 -2.707537  -0.5414
N 0.727254 2.705032 -3.031502  0.6833
C 1.101181 2.448421 -4.392195  -1.2838
C -0.431282 1.971489 -2.518971  -1.4606
H 0.552686 3.950660 -1.459998  0.1769
H 1.652987 1.508948 -4.360365  0.3256
H 1.693399 3.311362 -4.696667  0.4367
H 0.346327 2.237992 -5.149815  0.3068
H -0.396128 0.882190 -2.501718  -0.0693
H -0.483635 2.272403 -1.472630  0.1637
H -1.353250 2.361678 -2.950030  0.8026
C 1.482827 -1.190194 2.901074  0.8162
O 1.179433 -0.351401 3.711425  -0.7096
N 1.423060 -2.501046 3.155018  0.3962
C 0.936959 -3.017758 4.388101  -1.0945
C 2.016339 -3.423997 2.190586  -1.1138
H 1.833923 -0.992438 1.876455  -1.3311
H 1.382994 -3.926196 4.792931  0.3543
H -0.077798 -3.363424 4.190918  0.3854
H 0.802144 -2.337580 5.229108  0.3170
H 1.594990 -3.299389 1.193071  -0.8032
H 3.097456 -3.562533 2.180915  0.0843
H 1.549416 -4.379941 2.427757  0.9767
C 1.080224 0.827131 1.173584  0.0276
O 0.910594 1.988016 1.411467  -0.3338
N 0.168633 0.133475 0.522691  1.6567
C 0.235078 -1.287620 0.272797  -0.6016
C -1.045164 0.830428 -0.090942  2.3701
H 1.987894 0.226958 1.341283  0.3907
H 1.034437 -1.830296 0.777407  0.4118
H 0.382972 -1.367257 -0.804178  -0.4363
H -0.699584 -1.782967 0.535727  -0.4002
H -1.773323 1.013380 0.699264  -0.0290
H -0.696077 1.850818 -0.249201  -0.8056
H -1.370787 0.498818 -1.076904  -1.3814
C -3.707518 3.365720 -3.256997  0.0480
O -4.092819 3.651617 -4.373358  -0.7133
N -3.089223 2.193798 -2.953878  -0.0050
C -2.734863 1.814734 -1.581919  0.4412
C -2.759330 1.174839 -3.942875  -0.6059
H -3.889251 4.001328 -2.376558  0.5166
H -3.437019 1.105155 -1.144243  0.7044
H -2.639585 2.655426 -0.894700  0.0060
H -1.729458 1.397443 -1.637938  -1.7767
H -1.682301 1.008740 -3.965787  0.0676
H -3.324477 0.266412 -3.734412  0.3226
H -2.990088 1.358199 -4.992263  0.3886
C -4.416360 -1.611427 -1.107563  -0.2415
O -4.502879 -0.363235 -1.158451  -0.4750
N -3.307630 -2.265492 -1.350878  0.7126
C -3.395107 -3.717961 -1.376211  -0.9392
C -2.070736 -1.606282 -1.723767  -0.6402
H -5.275399 -2.251412 -0.853257  0.1923
H -2.917036 -4.054051 -0.456110  0.0552
H -2.798927 -3.983067 -2.249365  0.5439
H -4.396720 -4.147395 -1.397814  0.4686
H -1.680969 -1.928253 -2.689431  0.9243
H -2.123942 -0.518188 -1.687434  0.6312
H -1.273520 -1.820708 -1.012034  -0.1918
C -4.504448 3.689591 0.015077  -0.3412
O -4.151748 3.919941 -1.183473  -0.4710
N -3.788755 3.030330 0.991828  0.7561
C -4.298793 3.131375 2.337282  -0.8859
C -2.705788 2.105151 0.721919  -1.4748
H -5.381354 4.208563 0.432104  0.3753
H -5.113995 3.824185 2.545985  0.4140
H -3.462915 3.482346 2.942441  0.2117
H -4.701453 2.217259 2.773593  0.2191
H -1.937029 2.082268 1.494304  0.3619
H -3.079240 1.081185 0.711032  0.6731
H -2.170179 2.302441 -0.206686  -0.3552
C 3.205979 -1.501711 0.657278  0.5770
O 2.265538 -0.908091 0.151045  -1.3965
N 3.621182 -2.780151 0.463292  0.1438
C 4.826209 -3.404451 1.058161  -0.8352
C 2.797058 -3.787990 -0.160519  -0.8702
H 3.923636 -0.977549 1.307217  0.1213
H 5.689309 -2.768598 1.255245  0.3286
H 5.106192 -4.155651 0.319632  0.3627
H 4.592377 -4.023541 1.924272  0.3141
H 2.082790 -3.229464 -0.765459  -0.4427
H 3.254942 -4.519249 -0.826629  0.7659
H 2.272061 -4.357435 0.606430  0.7637
C -0.821492 -3.820403 1.176110  -0.0308
O -1.000311 -2.875467 0.382798  -0.3400
N -0.245684 -5.003211 0.817373  0.6724
C -0.204961 -6.069684 1.866664  -1.0541
C 0.583664 -5.233675 -0.398055  -0.2953
H -1.073980 -3.733296 2.244225  0.1393
H 0.810012 -6.385016 2.108500  0.4223
H -0.694092 -7.003686 1.590082  0.2936
H -0.712451 -5.776285 2.785621  0.3661
H 0.474082 -6.193438 -0.902982  0.6590
H 0.401076 -4.437342 -1.119588  -0.9495
H 1.657687 -5.153427 -0.230318  0.3689
C -0.935568 3.428982 0.182265  0.3087
O -0.812041 3.286304 -1.054260  -0.9017
N -1.042268 4.615011 0.744939  0.6657
C -0.813094 4.791324 2.218338  -0.4795
C -0.911546 5.824639 -0.051706  -0.6141
H -0.954495 2.574609 0.876446  0.1163
H -1.495661 5.486928 2.706535  0.3601
H 0.228025 5.086104 2.349737  -0.4467
H -0.969242 3.810594 2.667653  0.1609
H -1.000362 5.694414 -1.130248  0.1819
H -1.448200 6.678511 0.361838  0.5686
H 0.129692 6.139404 0.017889  0.0718

Force components x, y, z for each atom (eV/Å):
C -1.153 -0.509 -1.627
O 2.775 0.498 -0.055
N 2.034 0.983 -0.972
C -0.293 -0.224 -3.137
C -1.034 -0.628 0.720
H -1.063 -0.304 -1.291
H -0.800 -0.159 -1.846
H -0.560 0.639 0.454
H -0.210 0.090 -3.610
H 0.294 -0.273 -0.307
H 0.381 0.437 -0.022
H -0.042 0.295 -0.181
C -1.731 1.587 -0.181
O 1.234 -0.296 0.030
N 0.392 0.291 0.316
C -0.654 -0.578 -0.244
C 2.455 0.416 -1.176
H 0.170 0.034 0.486
H -0.132 0.014 -0.092
H 0.332 0.011 0.346
H -0.184 0.034 -0.168
H 3.655 1.351 -1.300
H 0.305 0.407 0.409
H 1.058 -0.572 0.969
C 1.853 0.580 -1.430
O -0.461 -1.355 1.005
N 1.464 0.817 0.887
C 4.090 7.016 -1.918
C 2.909 2.353 8.241
H 0.834 0.532 -0.158
H 0.056 4.436 -3.669
H 0.209 1.230 -0.097
H -0.565 0.986 -0.811
H -0.142 -0.149 1.020
H -0.407 3.026 3.790
H 0.187 0.366 0.204
C -1.070 1.162 -0.524
O 0.402 -4.332 6.123
N 0.206 -1.441 -1.244
C 0.401 -0.584 2.247
C -2.155 2.843 0.842
H 0.102 0.388 -0.113
H -1.846 1.607 0.814
H 0.435 -0.111 0.918
H -0.348 -0.035 0.265
H 0.240 7.303 2.995
H -0.084 0.090 -0.235
H -0.714 -0.151 0.461
C 0.085 -1.397 -3.449
O -4.150 -6.193 -12.177
N -0.040 1.547 0.528
C 1.312 -0.205 -0.134
C 3.198 -2.210 -3.941
H 1.676 0.671 -0.694
H 0.687 0.083 -0.338
H 0.335 -0.374 -0.346
H -0.846 0.510 0.566
H 1.149 -0.442 -1.524
H 1.660 -3.196 -2.932
H 1.533 0.214 -0.373
C 0.280 -0.279 0.682
O -0.363 0.943 0.352
N 1.486 -1.061 -0.230
C -1.631 -1.072 1.067
C -2.542 -0.877 2.287
H -0.400 -0.483 2.041
H 0.920 0.203 -0.399
H -0.160 -0.226 0.253
H 0.526 0.508 -0.476
H -0.096 1.103 1.490
H -1.102 0.367 0.866
H 0.290 -0.259 0.375
C -2.308 -3.411 -0.049
O -3.813 -8.727 7.944
N -1.431 -0.149 -1.285
C -0.517 4.604 -0.021
C 5.052 -2.564 2.649
H -3.646 1.370 1.365
H -2.089 0.008 -0.167
H -0.919 0.954 1.308
H 2.014 5.190 0.990
H 2.316 -3.609 -1.199
H 0.569 -3.310 0.081
H 1.550 -1.822 2.851
C 0.275 0.447 -1.989
O -0.129 -0.270 -1.528
N -0.263 -1.149 -0.242
C -2.639 0.387 -4.539
C -0.790 -0.569 -0.735
H 1.169 -0.238 -4.071
H 0.159 0.495 -0.582
H -2.510 0.672 -6.035
H -2.718 1.395 -1.170
H -0.389 -0.499 0.134
H 0.203 -0.295 0.277
H -0.476 0.971 0.244
C -1.062 3.132 -0.787
O -0.962 -2.346 0.133
N -0.689 -0.690 -0.925
C 0.514 0.582 0.318
C 0.435 0.254 -0.413
H 0.056 0.090 -0.028
H 0.095 -0.620 -0.070
H -1.310 -0.636 0.741
H -0.100 0.575 -0.156
H -0.547 0.189 -0.305
H -1.108 -0.982 -0.672
H -0.929 0.260 -1.217
C 1.634 1.064 -0.632
O -2.572 0.081 9.913
N -2.025 1.112 -1.635
C -0.115 0.118 1.534
C -2.902 2.104 2.092
H -0.069 -0.381 -0.139
H 0.098 0.540 -1.049
H -0.121 -0.224 0.340
H 0.443 -0.248 -0.323
H -1.759 1.235 0.502
H -1.275 1.576 -0.816
H -0.390 -0.402 4.330
C 2.284 -0.398 -0.709
O 5.383 -2.454 -2.430
N 1.862 -0.721 -1.393
C -0.039 -0.037 -0.935
C 1.351 0.393 1.031
H -0.311 -0.529 0.090
H -0.381 0.301 -0.004
H 0.457 0.222 -0.072
H 0.093 0.274 0.363
H 0.932 -2.118 3.261
H 0.867 0.331 -0.105
H 1.824 0.122 -0.460
C 1.069 -3.845 -3.887
O -2.589 -11.635 2.404
N 0.697 -1.348 0.639
C 0.059 0.044 -0.431
C -0.023 -0.447 0.094
H 0.217 -5.632 -2.327
H 0.236 0.356 0.000
H -0.253 0.220 -0.642
H 0.120 0.413 -0.087
H -0.955 -0.076 0.276
H 0.873 -1.563 1.564
H -1.547 -1.412 0.150
C 1.269 4.173 1.865
O -3.599 8.350 6.519
N -0.460 1.128 1.110
C -0.428 -1.119 -1.013
C 1.346 0.808 -0.179
H 1.909 2.536 -0.402
H -0.082 0.160 -0.461
H -1.203 -0.240 0.364
H 0.096 -0.040 0.152
H -0.897 -0.293 0.264
H -0.592 -0.371 -0.168
H -0.225 0.184 -0.036

## Properties
DFT total energy, eV: -87848.9681
F_max, Eh/bohr: 0.27767
2S+1: 1
Charge: 0
ΔE to the lowest compared entry with this formula, charge and spin, kJ/mol: 6377.1